# 1
# C13H22IN4O5PTa

C13H22IN4O5PTa as an isolated structure at a distorted geometry (ωB97M-V/def2-TZVPD, the OMol25 dataset).

Summary:
* gap between HOMO and LUMO: 6.9707 eV
* charge: +3
* ΔE to the lowest compared entry with this formula, charge and spin: 23.7 kJ/mol
* E_LUMO: -0.4287 Ha
* calculated total energy: -48955.5568 eV
* HOMO energy: -18.64 eV

Element x y z (Å)
Ta: 0.11115 0.36392 0.39093
O: -1.40585 -3.15936 2.19092
C: -0.99258 -1.97980 1.91346
O: -0.52950 -1.63651 0.80036
C: -1.07182 -0.95977 2.97728
C: -1.53696 -1.07828 4.26392
C: -1.53158 0.07574 5.06020
C: -1.07819 1.28448 4.54106
C: -0.63106 1.29666 3.23298
N: -0.62643 0.19801 2.48111
C: -0.12566 2.49594 2.50350
O: -0.00037 3.59754 2.84471
O: 0.21107 2.04059 1.15491
H: -1.34904 -3.77258 1.43322
H: -1.89909 -2.02532 4.64303
H: -1.89043 0.02884 6.08085
H: -1.07202 2.19890 5.12225
I: -1.37492 0.69014 -1.72478
C: 4.26751 -1.65496 0.69129
N: 3.71993 -1.85388 -0.66681
C: 4.41068 -2.93107 -1.42568
P: 2.89936 -0.71076 -1.40824
O: 1.70724 -0.29009 -0.26215
N: 3.66548 0.65493 -1.65952
C: 5.14708 0.68970 -1.77231
C: 3.01104 1.96056 -1.83267
N: 2.13559 -1.27000 -2.68526
C: 2.23447 -0.65444 -4.03031
C: 1.33607 -2.50832 -2.63624
H: 5.29991 -1.30724 0.64051
H: 4.24026 -2.60738 1.21626
H: 3.68105 -0.92999 1.24882
H: 5.48050 -2.72573 -1.46652
H: 4.02329 -3.00470 -2.43784
H: 4.24803 -3.87543 -0.91100
H: 5.56574 -0.31003 -1.69662
H: 5.55674 1.31258 -0.97938
H: 5.41574 1.10343 -2.74244
H: 1.92954 1.85060 -1.90849
H: 3.34655 2.41933 -2.76235
H: 3.26158 2.61971 -1.00224
H: 2.74379 0.30205 -3.98039
H: 1.23037 -0.50733 -4.42372
H: 2.78570 -1.31526 -4.69832
H: 1.23780 -2.86596 -1.61258
H: 1.81637 -3.28759 -3.22735
H: 0.34657 -2.31766 -3.05004

---

# 2
# C13H22MoSe5Te

C13H22MoSe5Te as an isolated structure at a distorted geometry (ωB97M-V/def2-TZVPD, the OMol25 dataset).

Summary:
* gap between HOMO and LUMO (alpha / beta): 4.7900 / 4.7344 eV
* charge: +2
* E_LUMO (alpha / beta): -0.3091 / -0.3106 Ha
* calculated total energy: -349705.2011 eV
* HOMO energy (alpha / beta): -13.20 / -13.19 eV

Element x y z (Å)
Mo: -0.23780 -0.09645 0.15515
C: 1.63299 -3.11591 0.27485
C: 0.50487 -2.28775 0.79291
C: 0.69300 -1.41702 1.90466
C: -0.37820 -0.76979 2.54202
C: -0.17149 0.01867 3.79587
C: -1.63902 -0.84955 1.92407
C: -1.88102 -1.72509 0.82832
C: -3.26807 -1.96675 0.32163
C: -0.79970 -2.44584 0.29534
H: 1.59493 -4.08886 0.77314
H: 2.59576 -2.66011 0.49779
H: 1.54293 -3.27999 -0.79527
H: 1.69015 -1.30163 2.30213
H: -0.29516 -0.65856 4.64491
H: -0.90754 0.81477 3.90470
H: 0.83027 0.44094 3.85059
H: -2.47249 -0.30583 2.34933
H: -3.62691 -2.90841 0.74336
H: -3.27520 -2.06830 -0.76484
H: -3.95953 -1.18378 0.62369
H: -0.97008 -3.10567 -0.54344
Se: -0.50869 -0.46950 -2.25229
Se: 1.24121 -1.85632 -3.10078
Te: 3.15904 -0.54282 -2.32801
Se: 2.19468 0.36498 -0.22855
C: 1.02502 3.41784 -0.06800
Se: 0.25091 2.26655 1.30540
C: -1.48652 3.15592 1.34890
C: -2.19840 3.05225 0.01910
Se: -2.53075 1.17079 -0.35584
C: -3.09939 1.33222 -2.20434
H: 2.10228 3.32358 0.00800
H: 0.71996 4.43312 0.17851
H: 0.68719 3.11724 -1.05561
H: -1.27766 4.19172 1.61628
H: -2.05615 2.70576 2.16224
H: -1.62740 3.48140 -0.80163
H: -3.17778 3.52904 0.06004
H: -4.01927 1.91385 -2.17475
H: -3.30142 0.33521 -2.58344
H: -2.33249 1.81977 -2.79667

---

# 3
# C13H22N2O5Pt

C13H22N2O5Pt as an isolated structure at a distorted geometry (ωB97M-V/def2-TZVPD, the OMol25 dataset).

Summary:
* gap between HOMO and LUMO: 6.3265 eV
* charge: +2
* E_LUMO: -0.3170 Ha
* calculated total energy: -30284.4755 eV
* HOMO energy: -14.95 eV

Element x y z (Å)
Pt: 0.58336 -0.46006 -1.18612
C: 0.36588 -3.61255 -2.31594
O: 0.69561 -2.22837 -2.56863
C: 1.82818 -2.07553 -3.45195
C: 2.18195 -0.62865 -3.47498
O: 2.45331 -0.26356 -2.10119
C: 2.78628 1.13330 -1.93346
C: 2.95331 1.34328 -0.46715
O: 1.71484 0.95488 0.16833
C: 1.81834 0.89187 1.60905
H: 0.02374 -4.07260 -3.24200
H: -0.42622 -3.64111 -1.57634
H: 1.23664 -4.14800 -1.93845
H: 1.56996 -2.40294 -4.46080
H: 2.65971 -2.67941 -3.08269
H: 1.34453 -0.03316 -3.85090
H: 3.05836 -0.45131 -4.09895
H: 1.97305 1.75352 -2.32213
H: 3.70656 1.37003 -2.46808
H: 3.16504 2.39582 -0.27046
H: 3.76927 0.73358 -0.07375
H: 1.93315 1.89999 2.00574
H: 2.67139 0.28117 1.90367
H: 0.90731 0.44026 1.99028
O: -1.16940 3.73160 4.10654
C: -2.31321 2.92158 4.07112
N: -2.03832 1.97492 3.00224
C: -2.90332 1.00087 2.68324
O: -3.94379 0.81404 3.27533
C: -2.53989 0.09644 1.52056
C: -3.36694 -1.00021 1.29452
C: -3.13658 -1.82252 0.20269
C: -2.05086 -1.56570 -0.60493
N: -1.22200 -0.54116 -0.35442
C: -1.48254 0.30119 0.66281
H: -1.27737 4.43810 4.75344
H: -3.22840 3.47654 3.84895
H: -2.48920 2.38022 5.00394
H: -1.16434 2.12741 2.53049
H: -4.19220 -1.17633 1.97340
H: -3.79400 -2.64959 -0.02368
H: -1.83776 -2.16427 -1.47946
H: -0.82345 1.15642 0.74013

---

# 4
# C13H22N6O2SV

C13H22N6O2SV as an isolated structure at a distorted geometry (ωB97M-V/def2-TZVPD, the OMol25 dataset).

Summary:
* gap between HOMO and LUMO (alpha / beta): 5.0932 / 5.0331 eV
* charge: +3
* ΔE to the lowest compared entry with this formula, charge and spin: 172.6 kJ/mol
* E_LUMO (alpha / beta): -0.4524 / -0.4542 Ha
* calculated total energy: -63366.1011 eV
* HOMO energy (alpha / beta): -17.40 / -17.39 eV

Element x y z (Å)
V: 0.24800 0.10011 0.16884
N: 1.50260 -0.59864 -1.45170
C: 2.91142 -0.76137 -0.96148
C: 2.89058 -1.27717 0.45981
N: 1.94099 -0.49889 1.33006
C: 2.55056 0.68371 2.01472
C: 2.67652 1.86162 1.07750
N: 1.38620 2.05408 0.32025
H: 1.51016 -0.07354 -2.32275
H: 1.14945 -1.51784 -1.71782
H: 3.45451 -1.45398 -1.60490
H: 3.40145 0.20577 -1.04535
H: 2.54703 -2.31335 0.47679
H: 3.89013 -1.25763 0.89690
H: 1.65104 -1.13750 2.06651
H: 1.89460 0.92972 2.85356
H: 3.52351 0.41900 2.43374
H: 2.91616 2.76529 1.63737
H: 3.46902 1.72652 0.34605
H: 0.82031 2.72787 0.83067
H: 1.60232 2.52892 -0.55312
C: -3.04557 2.03339 -4.06323
N: -2.85428 2.52320 -2.66288
C: -3.11099 3.74929 -2.22801
C: -2.80495 3.78499 -0.86293
N: -2.37800 2.56087 -0.50638
C: -2.36567 1.72657 -1.63092
S: -1.78752 0.21806 -1.77425
C: -2.30711 2.14878 0.88506
C: -3.15327 2.76139 1.78322
C: -3.07135 2.40721 3.12374
C: -2.17353 1.42012 3.49275
C: -1.40197 0.83725 2.50632
N: -1.44079 1.18034 1.19972
H: -3.61731 2.79236 -4.58750
H: -3.59401 1.09759 -4.01172
H: -2.06290 1.89975 -4.50656
H: -3.47273 4.53844 -2.86952
H: -2.87937 4.60935 -0.17293
H: -3.88044 3.48962 1.45289
H: -3.71464 2.88235 3.85251
H: -2.08792 1.07151 4.51220
H: -0.74823 0.00894 2.75818
O: -0.48425 -1.45718 0.38960
O: -0.93237 -2.58876 0.57948

---

# 5
# C13H22NO2

C13H22NO2 as an isolated structure at a distorted geometry (ωB97M-V/def2-TZVPD, the OMol25 dataset).

Summary:
* gap between HOMO and LUMO: 9.0276 eV
* charge: +1
* ΔE to the lowest compared entry with this formula, charge and spin: 178.4 kJ/mol
* E_LUMO: -0.0996 Ha
* calculated total energy: -19415.2415 eV
* HOMO energy: -11.74 eV

Element x y z (Å)
C: 5.06414 -2.10889 -1.44154
O: 4.41107 -0.80921 -1.47315
C: 3.06139 -0.70280 -1.34922
C: 2.49090 0.60476 -1.30826
C: 1.13488 0.79858 -1.09097
C: 0.29148 -0.30244 -0.86045
C: -1.16212 -0.09172 -0.60176
O: -1.85844 -1.24876 -0.68152
C: -3.21040 -1.25392 -1.21418
C: 0.83666 -1.60546 -0.91078
C: 2.19759 -1.81047 -1.16835
H: 6.11781 -1.83972 -1.45169
H: 4.83758 -2.68416 -0.53032
H: 4.80702 -2.68402 -2.34267
H: 3.15028 1.45751 -1.46257
H: 0.68879 1.76231 -1.20208
H: -1.62537 0.78077 -1.08946
H: -3.48493 -2.31617 -1.24131
H: -3.90494 -0.71909 -0.54625
H: -3.21474 -0.80635 -2.22193
H: 0.17037 -2.46807 -0.86613
H: 2.57116 -2.84492 -1.23327
C: -3.28417 2.57068 0.73256
C: -2.77922 1.25389 1.33407
N: -1.36606 0.83729 0.97851
C: -0.58922 0.26485 2.12298
C: 0.68386 0.99550 2.55740
H: -4.37486 2.52292 0.61067
H: -3.04256 3.40375 1.40645
H: -2.91057 2.79259 -0.26944
H: -2.86286 1.25858 2.43260
H: -3.42105 0.46391 0.98346
H: -0.86671 1.62690 0.58824
H: -1.29685 0.15928 2.95297
H: -0.31229 -0.73296 1.79864
H: 1.18471 0.38903 3.32346
H: 1.42632 1.10015 1.76650
H: 0.44133 1.98592 2.96878

---

# 6
# C13H23BN6OPtSi

C13H23BN6OPtSi as an isolated structure at a distorted geometry (ωB97M-V/def2-TZVPD, the OMol25 dataset).

Summary:
* gap between HOMO and LUMO (alpha / beta): 7.5223 / 6.4943 eV
* multiplicity: 3
* E_LUMO (alpha / beta): 0.0161 / -0.0743 Ha
* calculated total energy: -36641.1335 eV
* HOMO energy (alpha / beta): -7.09 / -8.52 eV

Element x y z (Å)
H: -0.36372 2.45199 1.17329
N: 0.29222 1.32361 -0.50031
B: 0.77594 0.70095 -2.93748
N: 0.77710 1.70003 -1.74799
C: 0.94701 3.04850 -1.79015
Pt: -0.23380 -0.78092 -0.05290
H: 1.28597 3.52810 -2.70379
C: 0.56132 3.56628 -0.55212
H: 0.58361 4.59506 -0.24390
C: 0.11229 2.46053 0.20081
H: 1.10910 1.16624 -3.98983
C: -1.59093 -2.11158 0.49965
H: -2.27019 -1.79309 1.28942
H: -0.77936 -2.77267 0.82902
H: -2.01624 -2.47953 -0.41184
N: -0.63301 0.10204 -2.90530
N: 1.69878 -0.43025 -2.41144
N: -1.23715 -0.37536 -1.76478
N: 1.36117 -1.07052 -1.24227
C: -1.53373 0.04785 -3.90139
C: 2.78838 -1.04425 -2.90179
H: -1.22434 0.37733 -4.87892
H: 3.20083 -0.72610 -3.83802
C: -2.72040 -0.46946 -3.41183
C: 3.13431 -2.07800 -2.03894
C: -2.50418 -0.69621 -2.05520
C: 2.21911 -2.07973 -1.01684
H: -3.62403 -0.67370 -3.97669
H: 3.92714 -2.79035 -2.12464
H: -3.17182 -1.07957 -1.31917
H: 2.06830 -2.70571 -0.14286
H: 0.86885 -1.71240 0.72709
C: -1.77214 0.78656 4.39684
Si: -0.50225 0.22834 3.12680
C: 1.06200 1.29326 3.31703
C: 0.06223 -1.51905 3.55588
O: -1.17517 0.41348 1.66853
H: -1.39648 0.65682 5.41969
H: -2.70340 0.21314 4.29175
H: -2.02273 1.84569 4.24837
H: 1.28857 1.43673 4.38341
H: 1.92356 0.80295 2.84441
H: 0.94766 2.28408 2.85764
H: -0.71190 -2.26074 3.32447
H: 0.97630 -1.79021 3.01191
H: 0.27333 -1.53405 4.63479

---

Q: Number 2 is which compound?
A: C13H22MoSe5Te